The following is a DFT calculation (ωB97M-V/def2-TZVPD) of 10 unconnected molecules or ions with the total composition C46H50N10O6 in a non-equilibrium geometry.

## Properties
Structure (SMILES): O=[N+]([O-])c1ccccc1.O=[N+]([O-])c1ccccc1.O=[N+]([O-])c1ccccc1.c1cc[nH]c1.c1cc[nH]c1.c1cc[nH]c1.c1cc[nH]c1.c1cc[nH]c1.c1cc[nH]c1.c1cc[nH]c1
ΔE to the lowest compared entry with this formula, charge and spin, kJ/mol: 0.0
Highest occupied orbital energy, eV: -7.63
Multiplicity: 1
Orbital gap, eV: 6.65
Strongest force on any atom, eV/A: 5.2
Net charge: 0

Each line ends with the Mulliken charge.
CARTESIAN COORDINATES (ANGSTROEM)
1 O 7.755 -2.481 -4.442  -0.607
2 O -2.059 -2.822 2.575  -0.479
3 O -1.721 -4.317 4.066  -0.593
4 O -3.586 -3.459 -2.369  -0.596
5 O -4.829 -1.961 -1.509  -0.574
6 O 7.613 -1.144 -2.780  -0.576
7 N 2.471 5.795 3.158  0.034
8 N 2.646 0.172 -5.708  0.114
9 N 3.647 2.085 -0.907  0.362
10 N -2.348 -3.781 3.192  0.977
11 N -0.545 -0.240 -1.127  0.502
12 N -0.713 1.074 4.719  0.355
13 N 0.663 -1.542 6.766  0.092
14 N -3.961 -2.258 -2.343  1.044
15 N -3.609 2.587 2.098  0.217
16 N 7.123 -1.910 -3.566  0.964
17 C -6.458 -4.977 2.410  -0.630
18 C -4.647 3.457 1.920  -0.377
19 C 2.667 5.926 1.763  -0.930
20 C 2.330 4.529 3.436  -0.840
21 C 3.683 -3.054 -4.414  -0.829
22 C 5.756 1.574 -0.826  -0.784
23 C 0.697 0.314 -0.906  -0.460
24 C 0.423 -2.089 4.715  -0.278
25 C -1.009 -0.734 0.126  -0.991
26 C -2.460 0.362 -5.255  -0.364
27 C -1.607 -0.713 -4.900  -0.418
28 C -4.549 2.105 0.121  -0.255
29 C 1.082 0.018 0.408  0.175
30 C -3.428 -1.344 -3.386  -0.045
31 C -4.510 -5.021 3.912  -0.569
32 C -1.383 3.326 4.482  -0.310
33 C 5.586 2.220 -2.030  -0.517
34 C -4.336 -4.082 1.683  -0.362
35 C -5.637 -4.433 1.500  -0.248
36 C -0.353 2.355 4.211  -0.310
37 C -3.684 1.631 1.139  -0.441
38 C 2.359 3.685 2.284  -0.027
39 C 4.219 2.536 -2.116  -0.712
40 C -5.878 -5.233 3.692  -0.298
41 C 2.231 0.230 -6.985  -0.517
42 C -0.229 -2.091 5.951  -0.703
43 C -3.745 -4.334 2.944  0.324
44 C 2.568 4.607 1.239  -0.138
45 C 4.537 1.427 -0.191  -0.378
46 C 1.186 1.041 -7.130  -0.747
47 C 1.617 -1.505 4.841  -0.590
48 C -2.470 2.590 4.849  -0.950
49 C 5.630 -1.963 -3.583  -0.427
50 C 3.428 -1.521 -2.474  -0.687
51 C 1.748 0.948 -4.974  -0.251
52 C -5.306 3.213 0.707  -0.741
53 C 0.779 1.452 -5.873  -0.532
54 C 1.803 -1.133 6.093  -0.707
55 C 2.911 -2.405 -3.432  -0.237
56 C 5.000 -2.816 -4.497  -0.171
57 C -2.178 -1.630 -3.993  -0.366
58 C -0.013 -0.585 1.067  -0.666
59 C -4.145 -0.197 -3.672  -0.213
60 C -3.648 0.647 -4.620  -0.667
61 C 4.795 -1.283 -2.674  0.280
62 C -1.942 1.313 5.263  -0.297
63 H 2.827 6.886 1.297  0.375
64 H -3.508 2.839 5.011  0.377
65 H 1.718 0.992 -3.895  0.282
66 H -6.118 3.849 0.387  0.384
67 H -4.105 1.593 -4.871  0.376
68 H -1.163 -2.510 6.295  0.472
69 H -5.956 -4.189 0.498  0.374
70 H 2.924 -0.159 -7.716  0.436
71 H 5.230 -0.611 -1.950  0.541
72 H -1.527 4.362 4.213  0.356
73 H 0.641 1.300 -8.026  0.383
74 H 4.321 0.791 0.654  0.404
75 H 2.704 -0.766 6.561  0.410
76 H 2.865 4.417 0.218  0.464
77 H 0.615 2.516 3.760  0.064
78 H -4.813 1.601 -0.797  0.260
79 H -1.091 -0.264 -1.976  0.023
80 H -2.854 2.656 2.765  0.275
81 H 0.025 -2.469 3.786  0.533
82 H -4.303 -5.084 4.970  0.334
83 H -4.770 4.278 2.612  0.375
84 H -6.566 -5.636 4.420  0.357
85 H -3.732 -3.685 0.881  0.394
86 H 3.258 -0.469 -5.223  0.255
87 H -0.805 -0.884 -5.601  0.492
88 H 6.665 1.169 -0.407  0.464
89 H 0.003 -1.026 2.052  0.132
90 H -1.630 -2.532 -3.762  0.456
91 H -1.964 -1.237 0.171  0.802
92 H 2.260 4.208 4.465  0.497
93 H -2.180 1.091 -6.000  0.461
94 H -7.448 -5.309 2.134  0.390
95 H -0.217 0.196 4.782  0.366
96 H 6.351 2.509 -2.736  0.471
97 H 2.319 -1.380 4.030  0.495
98 H -2.440 0.467 5.713  0.394
99 H 2.649 2.071 -0.754  0.177
100 H 1.916 0.326 1.021  0.547
101 H 3.092 -3.688 -5.058  0.411
102 H 2.573 6.602 3.756  0.207
103 H 5.554 -3.360 -5.248  0.439
104 H 3.598 3.170 -2.732  0.556
105 H -0.015 2.156 -5.674  0.584
106 H -4.943 0.158 -3.036  0.401
107 H 2.395 2.627 2.072  0.443
108 H 1.246 0.844 -1.669  -0.099
109 H 1.911 -2.810 -3.395  0.352
110 H -2.921 0.873 1.245  0.314
111 H 0.640 -1.456 7.772  0.196
112 H 2.805 -1.177 -1.662  0.508

Forces on atoms 1 to 6 (eV/Å):
O -0.7 -0.4 0.5
O 1.2 2.0 -1.5
O 0.9 -0.3 0.6
O 0.4 2.4 -0.7
O 1.4 1.3 -1.6
O 0.3 0.2 1.0

---

The following is a DFT calculation (ωB97M-V/def2-TZVPD) of a molecular structure, C37H38As2N2PPd in a non-equilibrium geometry.

## Properties
ΔE to the lowest compared entry with this formula, charge and spin, kJ/mol: 7.3
Highest occupied orbital energy (alpha / beta), eV: -15.47 / -15.46
Multiplicity: 1
Orbital gap (alpha / beta), eV: 4.43 / 4.42
Strongest force on any atom, eV/A: 2.6
Net charge: +3

Each line ends with the Mulliken charge.
CARTESIAN COORDINATES (ANGSTROEM)
1 Pd 0.443 -0.195 -0.160  -0.141
2 As 2.907 -0.674 0.114  1.089
3 As 0.485 -0.392 2.309  1.933
4 P -2.356 -1.210 0.565  0.946
5 N 0.990 0.003 -2.452  -0.065
6 N 1.042 1.964 -0.566  1.849
7 C -0.722 0.262 3.652  -1.435
8 C -2.149 1.530 0.508  -0.492
9 C -0.173 -2.052 -0.760  0.000
10 C -2.111 1.720 -2.282  -1.151
11 C 2.244 0.178 2.786  0.430
12 C -5.989 -2.735 1.411  -0.707
13 C 4.846 0.812 3.504  -0.856
14 C 3.815 0.966 4.423  -0.812
15 C -1.994 0.476 -1.686  0.689
16 C -4.654 -2.367 1.483  -0.348
17 C 1.072 2.370 -1.873  0.034
18 C -2.256 2.855 -1.491  -0.549
19 C 1.146 3.727 -2.229  0.713
20 C 0.914 1.758 -4.186  -0.549
21 C -4.920 -1.029 -0.526  -0.401
22 C 4.036 0.346 -1.062  -1.594
23 C -6.785 -2.256 0.380  -0.577
24 C 0.228 -4.243 -1.594  -1.070
25 C 1.109 2.894 0.378  -0.855
26 C 3.265 0.037 1.862  -0.196
27 C 0.538 -2.278 2.716  -1.057
28 C -2.018 0.363 -0.276  -0.396
29 C 0.988 1.392 -2.878  -0.233
30 C 0.971 3.126 -4.558  -0.915
31 C 1.223 4.681 -1.189  -0.903
32 C -1.882 -3.723 -0.563  -0.954
33 C -1.446 -2.412 -0.357  1.505
34 C -6.250 -1.416 -0.594  -0.742
35 C -4.114 -1.529 0.506  0.880
36 C 3.754 -2.401 0.146  -1.215
37 C 2.508 0.655 4.065  -0.958
38 C 4.574 0.346 2.222  -0.970
39 C -1.048 -4.628 -1.201  -0.932
40 C 1.212 4.267 0.112  -1.114
41 C 1.107 4.088 -3.603  -0.896
42 C -2.267 2.763 -0.096  -1.241
43 C 0.680 -2.941 -1.376  -0.499
44 H 0.891 -4.960 -2.063  0.483
45 H -0.469 -0.260 4.572  0.590
46 H 1.272 4.972 0.932  0.520
47 H 1.178 -2.798 2.011  0.214
48 H 3.918 0.008 -2.091  0.585
49 H -1.734 0.001 3.356  0.328
50 H 5.864 1.058 3.780  0.461
51 H -0.467 -2.689 2.662  0.333
52 H 5.388 0.237 1.517  0.374
53 H 1.103 2.552 1.402  0.412
54 H 0.924 3.394 -5.606  0.479
55 H -2.873 -4.017 -0.236  0.610
56 H -4.522 -0.364 -1.282  0.288
57 H 1.186 5.136 -3.877  0.508
58 H -0.643 1.337 3.784  0.462
59 H 0.580 -0.597 -3.160  0.486
60 H -1.392 -5.637 -1.396  0.472
61 H 3.956 -2.729 -0.870  0.526
62 H 1.945 -0.296 -2.325  -0.036
63 H -2.384 3.823 -1.964  0.498
64 H -7.834 -2.521 0.342  0.422
65 H -2.126 1.805 -3.363  0.675
66 H -4.039 -2.726 2.302  0.388
67 H 3.142 -3.141 0.654  0.316
68 H 1.282 5.735 -1.437  0.498
69 H 4.690 -2.262 0.683  0.545
70 H -1.959 -0.420 -2.294  0.836
71 H 3.806 1.406 -0.993  0.360
72 H -6.869 -1.062 -1.409  0.437
73 H -6.410 -3.384 2.169  0.438
74 H -2.214 1.447 1.585  0.544
75 H -2.401 3.653 0.508  0.532
76 H 5.066 0.159 -0.764  0.668
77 H 4.026 1.329 5.422  0.462
78 H 0.928 -2.393 3.726  0.542
79 H 1.716 0.773 4.793  0.467
80 H 1.675 -2.665 -1.695  0.523
81 H 0.840 0.997 -4.960  0.511

Forces on atoms 1 to 6 (eV/Å):
Pd 0.6 0.9 -2.3
As -0.4 0.3 1.0
As -0.3 -1.5 -0.4
P 0.0 0.4 2.4
N -0.2 0.4 0.8
N 0.0 0.5 0.9

---

The following is a DFT calculation (ωB97M-V/def2-TZVPD) of a molecular structure, C38H19F5N2O13STa.

## Properties
ΔE to the lowest compared entry with this formula, charge and spin, kJ/mol: 6.1
Highest occupied orbital energy, eV: -6.12
Multiplicity: 1
Orbital gap, eV: 7.34
Strongest force on any atom, eV/A: 1.0
Net charge: -1

Each line ends with the Mulliken charge.
CARTESIAN COORDINATES (ANGSTROEM)
1 Ta -0.825 -1.131 -0.383  2.025
2 S -0.488 -0.087 -2.576  -0.579
3 F -2.651 -6.180 -1.889  -0.312
4 F -0.226 -7.192 -2.608  -0.320
5 F 1.809 -3.118 -1.592  -0.282
6 F 1.986 -5.619 -2.445  -0.312
7 F -2.864 -3.685 -1.009  -0.251
8 O 2.596 3.945 -0.107  -0.549
9 O -7.820 -2.060 2.369  -0.625
10 O 5.226 3.553 -3.163  -0.548
11 O -2.687 -0.760 -0.925  -0.677
12 O 2.760 -1.946 1.131  -0.670
13 O 4.883 3.927 0.211  -0.526
14 O -5.754 0.658 -2.802  -0.626
15 O 6.088 1.590 -2.630  -0.594
16 O -8.633 -0.729 0.889  -0.649
17 O -3.879 1.400 -2.041  -0.524
18 O -3.173 -3.311 2.321  -0.757
19 O -1.729 -2.254 1.011  -0.299
20 O 1.042 -1.024 0.082  -0.244
21 N -7.710 -1.328 1.408  1.021
22 N -4.853 0.681 -1.982  0.964
23 C -0.531 -3.270 -1.196  -0.229
24 C -3.848 -0.894 -0.321  0.246
25 C -1.565 2.799 1.434  -1.143
26 C -1.621 -4.115 -1.332  0.495
27 C 3.555 0.311 -2.820  -1.043
28 C -6.237 -0.376 -0.302  -0.590
29 C -1.607 1.583 0.706  -0.444
30 C 2.242 -0.959 0.682  -0.225
31 C 2.583 2.500 -2.701  -0.515
32 C 1.168 0.552 -2.646  0.786
33 C 0.667 -3.835 -1.602  0.310
34 C 3.754 4.767 -0.018  -0.349
35 C 0.857 0.592 4.984  -0.626
36 C 0.169 -0.689 3.062  -0.534
37 C 2.946 0.350 0.575  -0.076
38 C -6.382 -1.182 0.809  -0.565
39 C 3.014 2.672 0.204  0.338
40 C 4.323 0.346 0.769  -0.851
41 C 0.282 1.714 4.460  -0.938
42 C 1.322 1.936 -2.625  -1.483
43 C 4.384 2.665 0.386  0.827
44 C 0.794 -5.133 -2.069  -0.081
45 C 5.077 1.513 0.667  -0.956
46 C -4.043 -1.715 0.807  1.112
47 C 3.714 1.694 -2.793  1.511
48 C 5.103 2.240 -2.838  0.453
49 C 2.295 -0.257 -2.765  -0.293
50 C -1.553 -5.419 -1.790  -0.072
51 C -0.369 1.676 3.203  1.277
52 C -4.977 -0.230 -0.836  -0.222
53 C -2.933 -2.506 1.455  0.170
54 C -0.951 2.846 2.647  -0.999
55 C -5.303 -1.849 1.359  -0.476
56 C -0.425 0.460 2.477  1.332
57 C 0.795 -0.625 4.275  -0.852
58 C 2.258 1.535 0.281  0.249
59 C -1.037 0.421 1.181  -0.099
60 C -0.326 -5.935 -2.158  0.870
61 H -2.014 3.689 1.010  0.455
62 H 1.190 1.556 0.122  0.620
63 H 0.318 2.655 4.997  0.387
64 H 0.449 2.566 -2.522  0.384
65 H 2.659 3.580 -2.625  0.017
66 H -2.091 1.600 -0.266  0.440
67 H 4.803 -0.597 0.990  0.526
68 H 1.357 0.632 5.944  0.409
69 H -5.426 -2.491 2.220  0.663
70 H 0.118 -1.635 2.540  0.421
71 H 2.183 -1.333 -2.788  0.458
72 H 3.645 5.464 0.818  0.306
73 H -0.895 3.772 3.208  0.352
74 H -7.081 0.135 -0.740  0.611
75 H 4.438 -0.312 -2.879  0.457
76 H 6.151 1.513 0.778  0.460
77 H 3.892 5.305 -0.958  0.264
78 H 1.247 -1.516 4.692  0.423
79 H 4.364 3.905 -3.424  0.358

Forces on atoms 1 to 6 (eV/Å):
Ta 0.5 0.1 0.2
S 0.0 0.1 0.0
F 0.0 0.0 0.0
F 0.0 0.1 0.0
F 0.0 0.0 0.1
F 0.0 0.0 0.0

---

The following is a DFT calculation (ωB97M-V/def2-TZVPD) of 7 unconnected molecules or ions with the total composition C14H42O14 in a non-equilibrium geometry.

## Properties
ΔE to the lowest compared entry with this formula, charge and spin, kJ/mol: 0.0
Highest occupied orbital energy (alpha / beta), eV: -11.93 / -11.93
Multiplicity: 2
⟨S²⟩: 0.755
Orbital gap (alpha / beta), eV: 9.40 / 2.77
Strongest force on any atom, eV/A: 3.6
Net charge: +1

Each line ends with the Mulliken spin population.
CARTESIAN COORDINATES (ANGSTROEM)
1 O 1.105 0.704 0.895  0.001
2 O 4.392 -1.113 -1.770  0.002
3 O -1.456 1.329 -0.025  0.000
4 O -0.802 -5.335 0.628  0.001
5 O 2.383 1.783 3.458  0.309
6 O -2.945 -2.593 -4.031  0.000
7 O -2.320 -0.832 1.624  0.004
8 O 1.910 -1.165 2.985  0.365
9 O 2.087 -5.044 -0.291  0.002
10 O -3.659 2.884 -1.462  0.000
11 O 6.005 1.067 -0.232  0.006
12 O -1.845 5.234 -1.716  0.000
13 O -0.639 1.152 3.023  -0.001
14 O -1.620 0.286 -4.393  0.000
15 C 2.609 0.698 4.337  0.141
16 C -0.325 1.270 -0.908  0.001
17 C -3.459 3.724 -2.614  0.000
18 C -3.460 -1.342 -4.568  0.000
19 C 1.404 -4.072 0.454  -0.001
20 C -0.143 -4.128 0.362  0.001
21 C -2.916 0.006 -3.931  0.000
22 C 3.010 -0.610 3.627  0.136
23 C -3.132 5.243 -2.309  0.000
24 C 0.733 0.281 -0.417  0.000
25 C -1.504 0.214 3.655  0.000
26 C 4.219 -0.654 -0.408  -0.002
27 C -1.537 -1.043 2.766  0.000
28 C 4.599 0.833 -0.022  0.002
29 H 4.297 1.067 0.999  0.002
30 H -2.201 1.725 -0.484  0.000
31 H 3.317 -1.339 4.376  -0.008
32 H -0.545 -1.313 2.402  0.005
33 H -3.256 -1.373 -5.639  0.000
34 H -3.257 -3.308 -4.589  0.000
35 H 0.265 0.943 1.294  0.003
36 H -2.903 -0.062 -2.843  0.000
37 H -1.904 -1.846 3.404  0.001
38 H 0.329 -0.732 -0.413  0.001
39 H -4.528 3.162 -1.164  0.000
40 H -1.923 -0.237 0.984  0.000
41 H 1.514 -0.593 2.323  -0.012
42 H 3.451 0.974 4.972  0.005
43 H -3.515 0.900 -4.106  0.000
44 H 4.185 -2.049 -1.717  0.000
45 H 4.805 -1.339 0.206  0.001
46 H -1.147 -0.052 4.650  0.001
47 H 6.151 2.007 -0.103  0.000
48 H -2.461 0.694 3.860  0.000
49 H 4.001 1.492 -0.651  0.001
50 H -0.971 2.011 3.296  0.000
51 H -4.363 3.609 -3.212  0.000
52 H 1.683 -4.182 1.502  0.001
53 H 3.875 -0.424 2.989  0.018
54 H 1.625 0.260 -1.043  0.000
55 H -4.517 -1.476 -4.337  0.000
56 H -0.817 -5.512 1.572  0.000
57 H 3.192 -0.895 -0.133  0.001
58 H 1.726 0.534 4.954  0.018
59 H -3.965 5.645 -1.733  0.000
60 H 1.767 -3.084 0.173  0.001
61 H -1.932 5.153 -0.763  0.000
62 H -3.009 5.765 -3.257  0.000
63 H -0.651 -3.363 0.950  0.000
64 H -0.622 1.160 -1.951  0.000
65 H 0.049 2.292 -0.846  0.000
66 H -2.605 3.414 -3.216  0.000
67 H -1.027 -0.335 -3.963  0.000
68 H 1.984 -5.836 0.241  0.000
69 H 1.598 1.578 2.945  -0.005
70 H -0.392 -3.806 -0.649  0.000

Forces on atoms 1 to 6 (eV/Å):
O 0.5 -0.7 0.5
O 0.0 1.4 0.8
O 0.5 -1.3 0.3
O 0.5 -0.7 -0.3
O 1.2 -1.8 1.1
O 1.1 1.1 0.6